[1]
The following is a DFT calculation (ωB97M-V/def2-TZVPD) of a cluster of 8 separate species, C31H81N3O13 in total in a non-equilibrium geometry.

Element x y z (Å)
C1 4.8884 -3.2302 -0.3898
O1 3.5577 -3.7348 -0.1960
C2 2.7135 -3.3790 -1.2698
C3 1.4384 -4.2135 -1.1372
N1 0.7296 -3.7872 0.1078
C4 -0.5545 -4.4406 0.3304
C5 -1.6285 -3.7394 -0.5111
O2 -2.8023 -4.5352 -0.3928
C6 -3.9158 -3.9784 -1.1106
H1 4.7991 -2.1752 -0.7647
H2 5.5618 -3.8144 -1.0055
H3 5.3065 -3.1843 0.6192
H4 3.2254 -3.6512 -2.1837
H5 2.5150 -2.3105 -1.2961
H6 1.7490 -5.2400 -1.0943
H7 0.7269 -3.9522 -1.8975
H8 1.3597 -4.1020 0.8582
H9 -0.7335 -4.3417 1.4482
H10 -0.6237 -5.5123 0.0690
H11 -1.4313 -3.6895 -1.5895
H12 -1.8055 -2.7104 -0.1072
H13 -4.7148 -4.7172 -1.1057
H14 -3.5615 -3.6718 -2.1345
H15 -4.4287 -3.2083 -0.5714
C7 -0.9741 4.3150 -4.0316
O3 0.2799 4.2130 -3.2508
C8 1.2653 3.4466 -3.9005
C9 2.5458 3.5404 -3.0880
N2 2.6549 2.4510 -2.1308
C10 1.5692 2.3988 -1.1400
C11 1.7243 3.3109 0.1679
O4 0.9103 2.7371 1.1678
C12 1.1733 3.3797 2.4650
H16 -0.7502 4.7816 -4.9983
H17 -1.6998 4.8308 -3.4468
H18 -1.3679 3.3244 -4.2776
H19 1.3844 3.7734 -4.9370
H20 1.0291 2.3928 -3.9567
H21 2.6089 4.5616 -2.5895
H22 3.4562 3.3725 -3.7458
H23 2.6653 1.5822 -2.6370
H24 1.6127 1.3562 -0.7376
H25 0.5206 2.5526 -1.5186
H26 1.3982 4.3345 -0.0358
H27 2.7641 3.2393 0.4362
H28 2.2772 3.3391 2.7169
H29 0.6299 2.7119 3.1312
H30 0.7890 4.4230 2.5022
C13 -3.0699 4.2546 3.7018
O5 -2.8625 5.0444 2.5236
C14 -2.4663 4.2992 1.4399
C15 -3.6630 3.5015 0.7558
N3 -3.2668 2.2954 0.0576
C16 -2.2110 2.4519 -0.9359
C17 -1.9304 1.1815 -1.6706
O6 -2.9610 0.7841 -2.6179
C18 -3.0552 -0.6126 -2.9377
H31 -3.0342 4.8643 4.5598
H32 -2.2771 3.4808 3.7533
H33 -3.9940 3.6952 3.5807
H34 -1.6785 3.5962 1.6902
H35 -2.0097 5.0534 0.7437
H36 -4.0887 4.1419 -0.0484
H37 -4.4765 3.2573 1.4494
H38 -4.1229 1.9341 -0.4215
H39 -1.2795 2.8231 -0.5237
H40 -2.4875 3.2240 -1.6672
H41 -1.7408 0.3744 -0.9734
H42 -1.0370 1.4587 -2.3149
H43 -2.6543 -1.2361 -2.1463
H44 -2.4851 -0.7830 -3.8848
H45 -4.0816 -0.8594 -3.2026
C19 1.5261 -3.9617 5.8562
C20 0.4294 -3.9292 4.8196
C21 -0.5300 -2.7662 5.1232
O7 0.9725 -3.8029 3.5003
H46 1.0622 -3.8413 6.8245
H47 2.1198 -3.0271 5.7583
H48 2.1017 -4.8433 5.7668
H49 -0.0942 -4.8981 4.8914
H50 0.0305 -1.8053 5.1483
H51 -1.1210 -2.9365 6.0369
H52 -1.2149 -2.8458 4.2946
H53 1.7089 -3.1105 3.4955
C22 -5.5546 0.0457 3.4400
C23 -4.2096 -0.0908 2.7611
C24 -4.4373 -0.6547 1.3750
O8 -3.5565 1.2276 2.5591
H54 -6.3711 0.3703 2.7491
H55 -5.5466 0.8698 4.1996
H56 -5.8336 -0.8624 3.9087
H57 -3.5560 -0.7206 3.4296
H58 -5.2504 -0.1243 0.8017
H59 -4.6833 -1.7190 1.4398
H60 -3.6266 -0.6369 0.6733
H61 -3.2556 1.3211 1.6330
C25 0.6610 -0.7374 -5.8919
C26 0.7015 -0.3101 -4.4566
C27 0.7053 -1.4747 -3.5212
O9 1.8945 0.4248 -4.2591
H62 0.6611 0.1333 -6.5645
H63 -0.2658 -1.2177 -6.2434
H64 1.5702 -1.3373 -6.2361
H65 -0.1984 0.2989 -4.2505
H66 0.8838 -1.1081 -2.5249
H67 1.5350 -2.1236 -3.7426
H68 -0.1713 -2.0557 -3.5304
H69 2.6341 -0.2400 -4.1371
O10 2.6220 -1.2111 2.2319
C28 1.6779 -0.1307 2.1253
C29 0.3502 -0.5565 1.3911
O11 0.6389 -0.9525 0.0661
H70 3.0416 -1.4905 1.3756
H71 1.6514 0.3925 3.0930
H72 2.0250 0.6369 1.4371
H73 -0.2756 0.3395 1.4360
H74 -0.1089 -1.3939 1.9354
H75 0.7353 -1.9238 0.0628
O12 5.3772 2.5780 -1.0380
C30 5.4284 1.2758 -0.6012
C31 5.1949 1.0962 0.8873
O13 5.3956 -0.2096 1.1850
H76 4.4137 2.7211 -1.3109
H77 4.6038 0.6365 -1.0143
H78 6.3215 0.7013 -0.8853
H79 4.1903 1.3710 1.1428
H80 5.8817 1.7133 1.4888
H81 5.2103 -0.3772 2.1133

The lowest unoccupied orbital energy comes out at 0.5 eV. Its spin multiplicity is 1. Its SMILES is COCCNCCOC.COCCNCCOC.COCCNCCOC.CC(C)O.CC(C)O.CC(C)O.OCCO.OCCO.

***

[2]
The following is a DFT calculation (ωB97M-V/def2-TZVPD) of a structure of composition C31H82FFeO11 in a non-equilibrium geometry.

Element x y z (Å)
Fe1 1.2113 -18.8826 11.6470
C1 2.2745 -17.6378 15.7848
C2 1.3708 -18.6477 15.0695
O1 1.2922 -18.6873 13.6702
H1 2.6008 -17.8973 16.7919
H2 1.9154 -16.6089 15.7630
H3 3.2672 -17.5428 15.3446
H4 0.3985 -18.6284 15.5618
H5 1.7819 -19.5802 15.4563
C3 3.6693 -21.2435 13.4513
C4 3.4107 -21.4740 11.9583
O2 2.4727 -20.5718 11.4121
H6 4.3461 -21.9602 13.9165
H7 2.7170 -21.3134 13.9770
H8 4.0365 -20.2372 13.6527
H9 3.1291 -22.5217 11.8524
H10 4.3868 -21.3138 11.5006
F1 0.0323 -17.2225 11.4584
C5 0.0832 -16.3134 18.2472
C6 -0.7926 -16.3591 19.6068
C7 -2.0033 -15.4083 19.6130
O3 -1.2867 -17.6709 19.7076
H11 0.5722 -15.3610 18.0429
H12 -0.4719 -16.4613 17.3209
H13 0.8774 -17.0580 18.3019
H14 -0.1661 -16.2056 20.4855
H15 -1.7556 -14.3618 19.7906
H16 -2.7213 -15.7561 20.3557
H17 -2.5698 -15.4663 18.6836
H18 -0.4735 -18.1808 19.6948
C8 5.1434 -17.8453 10.9066
C9 3.9723 -17.5583 11.8666
C10 4.0307 -16.1944 12.5634
O4 2.7460 -17.5636 11.1729
H19 6.1092 -17.9052 11.4084
H20 5.2403 -17.0952 10.1217
H21 5.0457 -18.8184 10.4251
H22 3.9174 -18.3416 12.6225
H23 3.1820 -15.9668 13.2083
H24 4.0990 -15.3614 11.8638
H25 4.9454 -16.1150 13.1509
H26 2.8998 -16.8284 10.5751
C11 -2.9202 -19.7586 11.4067
C12 -1.7057 -19.8534 12.3427
C13 -1.8193 -20.9469 13.3599
O5 -0.4210 -20.0839 11.6787
H27 -3.7967 -19.4083 11.9518
H28 -3.1550 -20.7206 10.9511
H29 -2.6695 -19.0113 10.6539
H30 -1.5643 -18.8828 12.8183
H31 -0.9763 -20.8437 14.0431
H32 -1.7368 -21.9295 12.8953
H33 -2.7717 -20.8406 13.8794
H34 -0.5832 -20.9431 11.2824
C14 0.9676 -21.7656 19.9488
C15 0.5921 -20.6028 19.0857
C16 -0.8051 -20.7390 18.4618
O6 0.8399 -19.4142 19.8099
H35 1.9394 -21.6434 20.4269
H36 0.9121 -22.6578 19.3252
H37 0.2718 -21.7813 20.7877
H38 1.2804 -20.6170 18.2407
H39 -1.6003 -20.6517 19.2022
H40 -0.8123 -21.7002 17.9479
H41 -0.9733 -20.0115 17.6678
H42 1.7498 -19.2599 20.0743
C17 7.7037 -17.6486 14.8332
C18 6.8242 -18.8579 15.1730
C19 6.7324 -19.9558 14.1552
O7 7.3746 -19.4002 16.3291
H43 7.4123 -17.2036 13.8818
H44 8.7724 -17.8373 14.7317
H45 7.6196 -16.8653 15.5866
H46 5.8098 -18.5183 15.3819
H47 7.6752 -20.1755 13.6542
H48 6.1507 -19.6318 13.2922
H49 6.3006 -20.8775 14.5451
H50 6.9465 -20.2535 16.4306
C20 5.0196 -14.9409 16.2905
C21 5.1694 -13.3922 15.9858
C22 4.2393 -12.8631 14.9563
O8 4.9955 -12.7479 17.1977
H51 5.6166 -15.1944 17.1666
H52 5.2969 -15.5796 15.4520
H53 3.9523 -15.1335 16.3998
H54 6.1823 -13.1628 15.6552
H55 4.2200 -11.7736 14.9852
H56 3.2157 -13.1672 15.1750
H57 4.4610 -13.2730 13.9709
H58 5.6993 -12.9356 17.8230
C23 0.4434 -14.1773 13.9648
C24 -0.3489 -13.7585 12.7396
C25 -0.2510 -12.2109 12.5763
O9 0.2639 -14.4417 11.6817
H59 0.2743 -15.2255 14.2114
H60 0.1472 -13.5793 14.8266
H61 1.4967 -13.9844 13.7613
H62 -1.3991 -14.0398 12.8174
H63 -0.4409 -11.7669 13.5535
H64 -0.8605 -11.7549 11.7962
H65 0.7721 -12.0232 12.2508
H66 0.1614 -15.3861 11.8202
C26 5.1820 -22.0755 19.0925
C27 5.0078 -21.8704 17.6118
C28 4.4105 -20.4889 17.2454
O10 6.2939 -21.9086 17.0104
H67 5.4512 -23.1038 19.3336
H68 4.2394 -21.8925 19.6086
H69 5.8564 -21.3203 19.4962
H70 4.3993 -22.6262 17.1152
H71 5.0410 -19.6602 17.5677
H72 3.5324 -20.3724 17.8806
H73 4.1116 -20.3435 16.2073
H74 6.6057 -22.8161 16.9812
C29 4.1907 -17.1774 19.2382
C30 4.4739 -18.0983 20.4745
C31 4.2719 -17.2864 21.7914
O11 3.4338 -19.0821 20.5769
H75 3.1492 -16.9169 19.0498
H76 4.4886 -17.6888 18.3229
H77 4.7249 -16.2275 19.2614
H78 5.4870 -18.4985 20.4360
H79 4.0312 -17.9151 22.6487
H80 3.4674 -16.5711 21.6207
H81 5.1732 -16.7106 22.0015
H82 3.6571 -19.6239 21.3373

The lowest unoccupied orbital energy (spin up / spin down) comes out at 0.4 / -1.5 eV. Its spin multiplicity is 6.

***

Electronic energy / a.u.: -2371.87455; -3421.42791